Entry 1:
Entry from the Open Molecules 2025 dataset: a molecular structure, C30H27N4O4RuS2 (ωB97M-V/def2-TZVPD).

Structure (ORCA input):
```
! wB97M-V def2-TZVPD RIJCOSX def2/J DEFGRID3
* xyz 2 2
H 3.478 -0.937 -2.259
C -4.357 1.811 -3.657
H 0.245 1.892 -4.436
H -2.096 1.523 -5.133
H 3.957 3.740 0.952
C 4.334 1.922 3.615
N 4.761 2.908 2.756
C -2.643 2.504 -1.945
C 4.119 -4.258 -1.994
C -4.288 1.136 3.279
C -1.333 2.695 -1.538
C -5.050 -0.805 2.075
H -1.307 -2.220 2.606
C -1.019 -2.550 1.615
O 1.495 3.342 -0.689
H -5.823 -1.530 1.860
C -0.314 -3.393 -0.959
H -0.046 -3.726 -1.953
H -0.126 -5.337 -0.084
C -0.995 -1.663 0.544
C -0.303 2.464 -2.440
H -4.731 2.662 -4.229
H 4.449 -2.821 -3.555
C 0.586 3.483 1.764
N -0.242 0.739 1.647
H -4.429 0.936 -4.302
N 2.897 2.169 1.946
C -3.831 -0.896 1.423
C -5.280 0.210 2.995
N 2.150 -0.217 0.863
C -0.693 -3.874 1.380
C 2.542 -1.078 0.211
H 4.562 -5.073 -2.551
C 3.618 -4.491 -0.717
C -1.883 1.843 -4.121
O 0.839 4.551 1.988
O 2.209 2.793 -3.025
C -2.846 0.041 1.720
H -2.305 1.812 2.827
C 3.532 -1.934 -1.840
H -3.456 2.711 -1.259
O 1.595 1.101 -1.350
C -3.063 1.067 2.630
H 4.883 1.631 4.493
H -0.625 -1.340 -1.550
C 3.168 1.460 3.103
H 5.606 3.451 2.855
C -0.637 -2.060 -0.739
Ru 1.277 1.731 0.748
C 3.077 -3.449 0.012
H 2.518 0.685 3.466
H -4.464 1.923 4.000
H -0.437 0.828 2.634
H 2.688 -3.608 1.009
H -6.243 0.289 3.482
S 1.371 2.474 -1.930
H 3.660 -5.483 -0.290
H -0.718 -4.585 2.196
H -5.015 1.675 -2.800
C -2.936 2.055 -3.231
H -1.119 3.074 -0.546
C 3.877 3.034 1.763
H -3.651 -1.684 0.704
S -1.381 0.053 0.718
C -0.355 -4.294 0.095
C 4.065 -2.989 -2.558
C -0.569 2.048 -3.740
C 3.049 -2.173 -0.553
*
```

The maximum force comes out at 0.02627 Eh/bohr. The expectation value of S² is 0.755. The value obtained for the HOMO-LUMO gap (spin up / spin down) is 7.21 / 7.34 eV. For the total energy, the calculation gives -2570.062899 hartree. For the LUMO energy (spin up / spin down), the calculation gives -6.975 / -6.845 eV. As for the relative energy (zero: lowest compared OMol25 entry of this formula, charge and spin): 308.87 kJ/mol.

=====

Entry 2:
Entry from the Open Molecules 2025 dataset: a molecular structure, CH3I3N (ωB97M-V/def2-TZVPD).

Structure (ORCA input):
```
! wB97M-V def2-TZVPD RIJCOSX def2/J DEFGRID3
* xyz 1 1
N -1.136 -0.608 -0.304
I 2.225 0.938 -1.547
H -1.725 -1.341 0.115
C 1.240 0.514 0.214
H -1.132 0.179 0.297
I 0.644 2.193 1.406
H -1.569 -0.466 -1.223
I 1.451 -1.409 1.041
*
```

The maximum force comes out at 0.04260 Eh/bohr. The value obtained for the HOMO-LUMO gap is 6.53 eV. For the total energy, the calculation gives -987.371959 hartree. For the LUMO energy, the calculation gives -7.013 eV. As for the relative energy (zero: lowest compared OMol25 entry of this formula, charge and spin): 181.43 kJ/mol.

=====

Entry 3:
Entry from the Open Molecules 2025 dataset: a single C8H15N3OS molecule (ωB97M-V/def2-TZVPD).

Structure (ORCA input):
```
! wB97M-V def2-TZVPD RIJCOSX def2/J DEFGRID3
* xyz 0 1
H 2.508 0.456 -2.261
H 1.207 0.193 1.986
C -0.687 2.263 0.823
H -2.766 -0.239 1.413
N -0.124 1.001 0.939
C -1.027 -2.187 -0.835
N 2.629 -0.300 -1.575
H 3.195 1.386 1.074
H -3.169 -0.940 -0.166
H -0.550 -1.500 1.038
H -2.049 3.441 -0.487
C 2.273 1.102 0.473
O 2.787 -1.253 0.512
N 1.120 0.994 1.426
H -0.094 -2.841 -0.759
H 3.036 -1.122 -1.973
C -0.496 0.197 -0.227
H -1.814 -2.974 -0.740
C 2.569 -0.270 -0.212
S -1.541 1.222 -1.372
H 2.096 1.889 -0.255
H 0.382 -0.025 -0.676
H -0.156 2.913 1.465
C -2.599 -1.071 0.800
C -1.378 2.607 -0.292
H -1.315 -1.792 -1.750
C -1.178 -1.205 0.215
H -2.859 -1.947 1.416
*
```

The maximum force comes out at 0.08376 Eh/bohr. Its SMILES is CC(C)[C@H]1SC=CN1NCC(N)=O. The value obtained for the HOMO-LUMO gap is 7.86 eV. For the total energy, the calculation gives -951.437596 hartree. For the LUMO energy, the calculation gives 0.605 eV. As for the relative energy (zero: lowest compared OMol25 entry of this formula, charge and spin): 146.00 kJ/mol.

=====

Entry 4:
Entry from the Open Molecules 2025 dataset: a molecular structure, C19H36BFHfN3O4 (ωB97M-V/def2-TZVPD).

Structure (ORCA input):
```
! wB97M-V def2-TZVPD RIJCOSX def2/J DEFGRID3
* xyz 3 1
N -0.376 -3.780 0.911
C -2.538 1.559 3.128
O -1.979 -1.766 0.656
H -1.407 -5.731 1.157
H 0.632 1.331 -2.370
B -1.419 -2.997 0.101
C -1.851 -0.547 -0.147
C 2.730 2.066 -0.156
H 2.354 -3.783 1.154
H -0.208 -5.240 2.489
H 2.622 2.845 -2.333
H -2.720 0.561 3.652
C 0.789 -0.581 -1.080
H 2.639 4.672 2.264
H 2.530 -3.654 -0.731
H 4.260 2.194 -1.780
C -0.743 -1.085 -1.192
H 0.886 -0.247 -3.293
H 1.457 -1.516 -1.174
H 3.534 4.191 0.041
H -3.390 -1.389 -1.557
H -0.791 0.141 1.677
C -1.392 0.633 0.827
H 3.324 -0.263 -1.915
H 1.596 2.257 -0.069
O 0.188 -5.400 -0.800
C 1.198 0.336 -2.356
C -1.020 -4.844 1.769
C 3.122 2.028 -1.707
C -3.060 0.713 -2.187
H 2.895 1.022 0.304
H 2.850 0.763 2.595
C 2.558 3.558 1.980
H -0.660 1.313 0.253
H -4.090 -0.192 -0.374
H 1.067 -0.101 -0.085
C 2.355 1.559 3.272
H 2.500 1.190 4.353
O -0.625 -2.529 -1.061
H -3.499 -0.870 -3.792
H -3.597 0.896 -4.428
H -2.912 2.431 -2.954
C 2.147 -4.283 0.144
H 4.507 2.850 0.953
H 3.108 0.693 -3.512
H -1.495 1.973 3.392
Hf -3.054 4.314 1.219
H 1.240 1.583 3.014
H -1.975 0.103 -4.071
C -2.581 1.428 1.513
C -3.168 -0.385 -1.036
H -4.250 2.492 1.564
H 2.635 -5.320 0.168
O 3.018 2.835 3.164
H -3.290 2.355 3.490
H -0.942 -0.999 -2.320
C 3.473 3.234 0.679
C 2.782 0.625 -2.411
C 0.562 -4.544 0.015
F -2.473 -3.900 -0.333
N -2.967 2.013 -2.006
H 1.443 3.373 1.762
H -1.865 -4.412 2.411
N -3.604 2.042 0.881
C -3.057 0.188 -3.720
*
```

The maximum force comes out at 0.10147 Eh/bohr. The value obtained for the HOMO-LUMO gap is 2.19 eV. For the total energy, the calculation gives -1381.989206 hartree. For the LUMO energy, the calculation gives -14.165 eV. As for the relative energy (zero: lowest compared OMol25 entry of this formula, charge and spin): 0.00 kJ/mol.

=====

Entry 5:
Entry from the Open Molecules 2025 dataset: a molecular structure, C4H8O2 (ωB97M-V/def2-TZVPD).

Structure (ORCA input):
```
! wB97M-V def2-TZVPD RIJCOSX def2/J DEFGRID3
* xyz 0 1
H -1.216 0.738 1.226
O -0.339 -0.059 3.262
H -1.173 -0.359 -0.513
C -0.410 -0.088 2.067
H 1.393 0.382 1.049
H 1.545 0.669 -1.506
H 0.171 0.213 -2.536
H 0.493 -1.853 -1.515
H 0.035 1.607 -1.454
H -1.668 -0.084 1.571
C 0.327 0.184 0.917
C -0.071 -0.317 -0.445
O 0.459 -1.631 -0.575
C 0.452 0.599 -1.548
*
```

The maximum force comes out at 0.01036 Eh/bohr. The value obtained for the HOMO-LUMO gap is 9.88 eV. For the total energy, the calculation gives -307.538555 hartree. For the LUMO energy, the calculation gives 0.651 eV. As for the relative energy (zero: lowest compared OMol25 entry of this formula, charge and spin): 456.51 kJ/mol.

=====

Entry 6:
Entry from the Open Molecules 2025 dataset: 8 unconnected molecules or ions with the total composition C8H33NO8 (ωB97M-V/def2-TZVPD).

Structure (ORCA input):
```
! wB97M-V def2-TZVPD RIJCOSX def2/J DEFGRID3
* xyz 0 1
H -4.908 -0.198 -2.095
H -7.550 1.149 -0.150
H -6.724 -0.878 0.288
O -1.676 -0.113 0.233
H -2.352 0.832 -1.269
H 1.733 -1.777 0.309
H -7.310 -0.901 -1.363
O 2.318 2.579 -0.191
H 3.355 -2.060 -1.282
H 5.578 -3.083 -0.595
C -6.561 -0.440 -0.707
C 3.761 -1.054 -1.085
H -0.327 -2.328 4.211
H -0.611 -0.839 4.034
C 0.495 3.447 -1.587
H 0.648 3.460 0.574
H 0.869 4.469 -1.664
C 2.004 -0.720 0.456
H 6.559 0.121 0.553
H 0.919 2.881 -2.415
H 4.064 -0.678 -2.068
H -2.119 -0.959 0.395
H 6.142 -1.977 -1.664
C 0.915 2.805 -0.263
H -1.204 0.083 1.051
H -4.958 -1.761 -1.300
H 0.360 1.868 -0.138
H 0.563 0.965 2.733
H -3.360 -3.108 -0.019
H -0.899 1.243 3.083
O 2.733 -0.209 -0.634
O -3.071 -2.594 0.741
O -0.324 0.596 2.656
H 5.811 0.653 -0.964
H -0.593 3.463 -1.649
H 2.485 1.642 -0.345
H -4.473 -0.342 -0.380
C 5.620 0.197 0.012
H 4.640 -1.541 0.801
O -6.741 0.977 -0.639
H -3.423 1.628 -2.024
N 5.939 -2.143 -0.685
C -5.149 -0.695 -1.158
O -2.549 1.243 -2.127
H 1.081 -0.159 0.551
C 4.966 -1.159 -0.169
H -3.282 -3.130 1.510
O -0.923 -1.630 4.492
H 4.952 0.873 0.552
H 2.579 -0.701 1.393
*
```

The maximum force comes out at 0.01638 Eh/bohr. Its SMILES is COC[C@H](C)N.CCO.CCO.O.O.O.O.O. The value obtained for the HOMO-LUMO gap is 9.46 eV. For the total energy, the calculation gives -981.237864 hartree. For the LUMO energy, the calculation gives 0.057 eV. As for the relative energy (zero: lowest compared OMol25 entry of this formula, charge and spin): 0.00 kJ/mol.

=====

Entry 7:
Entry from the Open Molecules 2025 dataset: a molecular structure, C27H26FeI2N5OS (ωB97M-V/def2-TZVPD).

Structure (ORCA input):
```
! wB97M-V def2-TZVPD RIJCOSX def2/J DEFGRID3
* xyz 0 6
C -2.361 3.469 -1.444
I 1.472 -1.490 -4.693
N 1.333 -1.093 -0.301
O -1.654 -2.630 -0.602
H 3.573 0.332 4.174
C -3.871 -0.813 2.893
H 0.482 3.774 -3.580
C -2.180 4.339 -0.376
N 0.650 0.806 -2.025
C -0.560 -1.839 -5.193
C 3.786 0.375 3.113
H -2.619 3.855 -2.422
C 1.418 -3.300 -0.121
H -0.712 -2.904 -5.306
C 1.936 2.438 -0.840
C -1.300 -1.324 1.973
C -1.890 1.575 -0.012
H 4.537 0.490 -0.668
Fe -0.722 -1.132 -1.249
S 1.254 -3.544 -1.801
H -0.293 -1.505 1.621
H 6.370 0.769 0.966
C 0.768 3.057 -2.823
H -2.467 -3.904 0.777
N 1.467 -4.379 0.698
C 1.924 0.041 -0.146
H -0.343 1.448 -3.701
C -3.377 -0.099 1.820
H -1.171 -2.740 3.560
H -4.879 -0.626 3.242
C 3.023 0.254 0.832
H 1.932 4.427 -1.642
H -3.484 -2.348 4.347
C 5.354 0.625 1.312
H -0.777 -1.311 -6.112
H -2.280 5.407 -0.520
C 1.489 1.127 -1.022
C -2.216 2.108 -1.268
C -1.878 3.827 0.880
N -1.657 0.228 0.147
C -1.750 2.467 1.071
C 4.327 0.467 0.395
C 1.578 3.411 -1.754
H 2.557 2.671 0.013
H 1.745 0.039 2.536
H -3.520 -3.487 -0.588
C 0.314 1.753 -2.892
C 5.084 0.588 2.672
H 5.886 0.714 3.388
C 2.759 0.207 2.197
H -2.149 -4.605 -0.824
C -1.797 -2.011 3.062
H -1.506 2.064 2.046
N 1.624 -2.126 0.461
H 1.341 -4.243 1.688
C -2.475 -3.691 -0.304
C -3.089 -1.776 3.518
H -3.988 0.641 1.317
H -2.393 1.424 -2.088
H -1.740 4.498 1.719
I -2.025 -1.155 -3.737
C -2.093 -0.369 1.317
H 1.231 -5.269 0.301
*
```

The maximum force comes out at 0.03045 Eh/bohr. The expectation value of S² is 8.803. The value obtained for the HOMO-LUMO gap (spin up / spin down) is 6.51 / 4.97 eV. For the total energy, the calculation gives -3650.730274 hartree. For the LUMO energy (spin up / spin down), the calculation gives -0.377 / -1.932 eV. As for the relative energy (zero: lowest compared OMol25 entry of this formula, charge and spin): 81.05 kJ/mol.

=====

Entry 8:
Entry from the Open Molecules 2025 dataset: a gas-phase ion, C3H10NP2 (charge +1) (ωB97M-V/def2-TZVPD).

Structure (ORCA input):
```
! wB97M-V def2-TZVPD RIJCOSX def2/J DEFGRID3
* xyz 1 1
P -3.517 -0.099 0.160
N 0.626 1.030 0.118
H 2.475 -0.573 -0.424
H 2.475 -1.490 1.220
H 0.472 -0.408 1.733
H 1.742 -2.129 -0.426
C 0.666 -0.411 0.596
H -3.854 -1.537 -0.058
H 0.757 1.588 0.982
C 1.913 -1.193 0.232
C -0.739 1.366 -0.402
H 1.466 1.384 -0.483
H -1.215 2.231 0.087
P -1.413 -0.386 -0.271
H -1.184 -0.929 -1.566
H -0.670 1.559 -1.499
*
```

The maximum force comes out at 0.06987 Eh/bohr. Its SMILES is C[C@H]1[NH2+]C[P@@H]1=P. The value obtained for the HOMO-LUMO gap is 6.89 eV. For the total energy, the calculation gives -857.372124 hartree. For the LUMO energy, the calculation gives -4.708 eV. As for the relative energy (zero: lowest compared OMol25 entry of this formula, charge and spin): 279.77 kJ/mol.